Record 1
90
Properties=species:S:1:pos:R:3 method="wB97M-V/def2-TZVPD" relative_energy_ev=0.651 total_charge=+1 homo_lumo_gap_ev=7.791
C -0.328 2.506 0.789
C 0.055 2.598 -0.703
O -0.709 2.233 -1.522
O 1.299 3.151 -0.981
C 1.954 2.461 -2.022
C 2.604 1.148 -1.595
C 3.191 0.237 -2.508
C 3.726 -0.896 -1.876
N 3.643 -1.089 -0.578
I 4.434 -2.864 0.190
N 3.122 -0.308 0.332
C 2.647 0.782 -0.229
H -0.992 1.638 0.905
H 0.576 2.420 1.408
H -0.907 3.410 1.010
H 1.288 2.231 -2.878
H 2.745 3.112 -2.441
H 3.217 0.408 -3.584
H 4.229 -1.647 -2.492
H 2.222 1.509 0.473
C -1.513 -6.483 1.468
C -0.612 -5.392 2.008
O 0.765 -5.828 2.014
C 1.428 -5.694 0.875
O 0.983 -5.250 -0.144
C 2.880 -6.149 1.060
F 2.976 -7.280 1.759
F 3.599 -5.207 1.722
F 3.500 -6.359 -0.105
H -1.371 -7.408 2.028
H -2.558 -6.185 1.536
H -1.282 -6.701 0.424
H -0.872 -5.177 3.043
H -0.720 -4.470 1.451
C -2.070 8.077 5.326
C -3.044 7.753 4.214
O -2.665 6.536 3.540
C -3.071 5.403 4.107
O -3.710 5.320 5.112
C -2.637 4.207 3.254
F -1.367 4.323 2.813
F -3.415 4.073 2.164
F -2.709 3.054 3.924
H -1.050 8.118 4.942
H -2.315 9.036 5.782
H -2.091 7.310 6.102
H -3.023 8.539 3.460
H -4.068 7.686 4.582
C 5.883 1.560 0.806
C 6.814 1.745 -0.375
O 6.900 3.128 -0.741
C 7.776 3.864 -0.044
O 8.465 3.453 0.838
C 7.795 5.301 -0.576
F 6.555 5.764 -0.812
F 8.473 5.375 -1.732
F 8.374 6.138 0.282
H 4.905 1.996 0.594
H 5.756 0.500 1.034
H 6.269 2.061 1.693
H 6.420 1.221 -1.247
H 7.804 1.334 -0.173
C -4.147 0.076 3.187
C -3.844 0.213 1.710
O -3.329 -1.023 1.176
C -4.243 -1.925 0.817
O -5.425 -1.783 0.907
C -3.562 -3.163 0.223
F -2.484 -3.552 0.934
F -3.134 -2.934 -1.032
F -4.381 -4.213 0.167
H -3.266 -0.272 3.728
H -4.462 1.033 3.603
H -4.939 -0.654 3.358
H -3.066 0.960 1.559
H -4.719 0.541 1.149
C -3.521 -3.639 -3.740
C -4.615 -3.765 -4.779
O -4.101 -3.498 -6.095
C -3.515 -4.524 -6.713
O -3.387 -5.621 -6.258
C -3.064 -4.104 -8.116
F -2.482 -2.892 -8.116
F -4.107 -4.042 -8.959
F -2.185 -4.963 -8.634
H -3.040 -2.662 -3.806
H -3.927 -3.766 -2.745
H -2.745 -4.391 -3.897
H -5.389 -3.021 -4.595
H -5.093 -4.744 -4.741

Record 2
127
Properties=species:S:1:pos:R:3 method="wB97M-V/def2-TZVPD" total_charge=-1 homo_lumo_gap_ev=5.535
C -0.852 5.151 -3.774
C -0.838 5.264 -2.249
O -0.033 4.328 -1.587
C 1.345 4.346 -1.926
C 1.788 3.034 -2.534
O 1.559 1.987 -1.655
Ga 0.277 0.677 -2.158
P -0.893 -0.004 -0.215
C -1.008 1.601 0.654
O 0.319 -0.731 0.726
H -1.873 5.119 -4.144
H -0.366 6.000 -4.249
H -0.340 4.249 -4.093
H -1.841 5.095 -1.866
H -0.559 6.283 -1.952
H 1.586 5.195 -2.575
H 1.911 4.470 -1.000
H 2.866 3.116 -2.740
H 1.254 2.894 -3.482
H 1.045 -0.602 -2.776
H -0.706 1.332 -3.249
H -1.396 1.482 1.662
H -1.677 2.235 0.076
H -0.042 2.101 0.698
H 0.973 -1.104 0.132
C -4.195 0.480 3.388
C -4.544 1.962 3.491
C -5.981 2.231 3.955
O -6.977 2.023 2.975
C -7.404 0.685 2.816
N -4.213 2.602 2.222
H -4.637 0.027 2.501
H -3.118 0.357 3.300
H -4.538 -0.071 4.267
H -3.894 2.403 4.255
H -6.062 3.287 4.229
H -6.212 1.636 4.852
H -7.411 0.154 3.772
H -6.781 0.135 2.106
H -8.422 0.711 2.429
H -4.317 3.610 2.295
H -4.895 2.316 1.526
C 3.221 -4.097 -2.834
C 1.863 -4.546 -2.307
C 1.040 -5.326 -3.338
O 0.417 -4.539 -4.331
C 1.233 -4.158 -5.416
N 1.177 -3.384 -1.758
H 3.122 -3.240 -3.503
H 3.859 -3.792 -2.008
H 3.725 -4.906 -3.370
H 2.050 -5.247 -1.487
H 0.220 -5.827 -2.816
H 1.660 -6.105 -3.808
H 1.949 -4.949 -5.669
H 1.779 -3.233 -5.216
H 0.578 -3.989 -6.270
H 0.321 -3.652 -1.280
H 0.870 -2.788 -2.523
C 6.716 -7.886 -0.479
C 5.862 -6.626 -0.428
C 4.358 -6.856 -0.274
O 3.706 -7.301 -1.447
C 3.598 -8.698 -1.603
N 6.116 -5.767 -1.586
H 6.621 -8.391 -1.443
H 7.766 -7.629 -0.349
H 6.434 -8.590 0.306
H 6.160 -6.051 0.455
H 3.927 -5.875 -0.058
H 4.106 -7.520 0.565
H 3.444 -9.193 -0.639
H 4.479 -9.131 -2.087
H 2.731 -8.887 -2.236
H 5.578 -4.911 -1.439
H 5.689 -6.204 -2.398
C 5.294 9.338 -0.417
C 4.205 8.786 -1.330
C 3.674 7.411 -0.908
O 4.532 6.334 -1.215
C 5.541 6.065 -0.266
N 4.689 8.803 -2.712
H 6.247 8.834 -0.584
H 5.447 10.398 -0.618
H 5.025 9.222 0.635
H 3.352 9.470 -1.276
H 2.753 7.215 -1.463
H 3.416 7.398 0.159
H 5.188 6.255 0.752
H 6.447 6.652 -0.444
H 5.793 5.009 -0.356
H 3.931 8.547 -3.338
H 5.367 8.052 -2.812
C 3.412 -1.413 -0.155
C 4.915 -1.291 -0.400
C 5.336 0.095 -0.893
O 5.027 0.352 -2.246
C 3.697 0.790 -2.493
N 5.358 -2.368 -1.298
H 2.849 -1.486 -1.083
H 3.195 -2.314 0.419
H 3.027 -0.557 0.402
H 5.420 -1.447 0.560
H 6.425 0.178 -0.819
H 4.898 0.875 -0.255
H 3.331 1.423 -1.679
H 3.002 -0.042 -2.624
H 3.716 1.373 -3.412
H 6.372 -2.355 -1.365
H 5.036 -2.146 -2.236
C -11.617 -1.353 7.146
C -10.325 -1.992 6.650
C -9.502 -1.088 5.726
O -10.001 -0.976 4.410
C -11.012 -0.008 4.217
N -10.635 -3.288 6.045
H -12.377 -1.333 6.365
H -12.021 -1.930 7.977
H -11.449 -0.330 7.488
H -9.694 -2.185 7.524
H -8.505 -1.525 5.620
H -9.377 -0.088 6.166
H -10.850 0.865 4.857
H -12.012 -0.409 4.407
H -10.963 0.308 3.176
H -9.774 -3.775 5.819
H -11.080 -3.118 5.148

Record 3
4
Properties=species:S:1:pos:R:3 method="wB97M-V/def2-TZVPD" relative_energy_ev=0.694 smiles="O=S.F" homo_lumo_gap_ev="7.786 / 7.826"
O -1.308 0.479 0.183
F 0.927 -0.194 0.177
S -2.644 -0.178 -0.014
H 0.304 0.496 0.072

Record 4
8
Properties=species:S:1:pos:R:3 method="wB97M-V/def2-TZVPD" relative_energy_ev=5.249 smiles="O=S(=O)=C1CO1" homo_lumo_gap_ev=8.195
C -0.095 0.139 0.720
C -1.400 0.115 -0.089
O 2.352 0.628 -0.257
O 1.942 -1.637 0.469
O -0.688 1.257 0.349
S 1.462 -0.503 -0.249
H -1.150 0.093 -1.167
H -2.423 -0.091 0.223

Record 5
16
Properties=species:S:1:pos:R:3 method="wB97M-V/def2-TZVPD" relative_energy_ev=0.322 smiles=CC.CC homo_lumo_gap_ev=12.430
C 0.821 -0.206 2.371
C -0.036 -1.252 1.631
H 1.863 -0.359 2.099
H 0.496 0.827 2.269
H 0.703 -0.438 3.434
H -1.086 -1.099 1.851
H 0.355 -2.242 1.857
H 0.224 -1.225 0.576
C -0.268 0.049 -1.738
C -0.514 1.438 -2.294
H 0.792 -0.208 -1.675
H -0.604 -0.057 -0.712
H -0.817 -0.680 -2.331
H -1.554 1.740 -2.126
H -0.455 1.496 -3.382
H 0.080 2.218 -1.830

Record 6
42
Properties=species:S:1:pos:R:3 method="wB97M-V/def2-TZVPD" relative_energy_ev=1.109 smiles="CCCCCOC(=O)Nc1nnc(CCCCC)s1" homo_lumo_gap_ev=9.703
C 1.404 0.615 4.850
C 2.674 -0.227 4.859
C 3.816 0.362 4.029
C 3.494 0.471 2.533
C 3.055 1.880 2.140
H 3.883 2.586 2.227
H 2.219 2.210 2.760
O 2.663 1.945 0.764
C 1.427 1.519 0.490
O 0.622 1.115 1.289
N 1.184 1.616 -0.856
C -0.012 1.272 -1.422
N -0.258 1.386 -2.683
N -1.485 0.993 -3.009
C -2.192 0.571 -2.027
C -3.602 0.116 -2.115
H -3.768 -0.691 -1.399
H -4.230 0.957 -1.803
C -4.015 -0.320 -3.524
C -3.659 -1.765 -3.878
C -2.157 -2.050 -4.017
C -1.531 -2.623 -2.751
H -2.014 -3.559 -2.475
H -0.473 -2.820 -2.912
H -1.621 -1.935 -1.916
H -1.642 -1.131 -4.297
H -2.007 -2.772 -4.823
H -4.089 -2.437 -3.132
H -4.146 -1.988 -4.830
H -3.554 0.355 -4.245
H -5.099 -0.215 -3.604
S -1.337 0.636 -0.479
H 1.903 1.975 -1.468
H 4.370 0.209 1.935
H 2.696 -0.228 2.278
H 4.690 -0.279 4.157
H 4.076 1.349 4.418
H 3.022 -0.335 5.889
H 2.443 -1.227 4.485
H 0.964 0.653 3.857
H 1.616 1.629 5.184
H 0.668 0.183 5.524

Record 7
14
Properties=species:S:1:pos:R:3 method="wB97M-V/def2-TZVPD" relative_energy_ev=2.261 smiles="CC(=C=O)[C@@H]1CN1" homo_lumo_gap_ev=9.420
C 0.424 1.753 -0.892
C 0.304 0.274 -0.576
N -1.024 -0.373 1.510
C 0.273 -0.198 0.844
C -0.225 -1.549 1.179
C 0.078 -0.615 -1.522
O -0.147 -1.418 -2.345
H 1.299 1.983 -1.510
H 0.528 2.304 0.049
H -0.464 2.143 -1.401
H -1.759 -0.249 0.816
H 1.034 0.250 1.483
H 0.170 -2.084 2.037
H -0.525 -2.199 0.357

Record 8
43
Properties=species:S:1:pos:R:3 method="wB97M-V/def2-TZVPD" total_charge=+1 homo_lumo_gap_ev=9.624
O -1.228 -2.695 1.719
P -0.767 -1.804 0.640
O -0.339 -2.677 -0.617
O 0.575 -1.073 1.082
P -2.216 -0.297 0.124
C -3.801 -1.224 0.317
C -5.036 -0.364 0.029
O -6.226 -0.858 0.618
C -6.258 -2.255 0.841
C -5.042 -2.806 1.629
N -3.990 -1.747 1.722
H -0.596 -2.237 -1.445
H 0.471 -0.849 2.023
H -2.126 0.652 1.169
H -3.766 -2.084 -0.352
H -5.132 -0.161 -1.039
H -4.855 0.615 0.488
H -6.405 -2.833 -0.074
H -7.141 -2.445 1.446
H -4.604 -3.601 1.025
H -5.267 -3.247 2.596
H -4.391 -0.969 2.251
H -3.110 -2.105 2.127
C 1.723 1.550 -0.283
C 2.892 0.775 -0.883
C 4.205 0.985 -0.131
C 4.723 2.425 -0.125
C 4.949 3.036 -1.507
C 6.004 2.303 -2.329
H 1.890 2.628 -0.321
H 0.804 1.340 -0.838
H 1.562 1.264 0.757
H 3.008 1.044 -1.936
H 2.650 -0.291 -0.864
H 4.964 0.325 -0.558
H 4.076 0.660 0.906
H 5.665 2.449 0.432
H 4.030 3.061 0.434
H 5.266 4.074 -1.377
H 4.009 3.073 -2.066
H 6.964 2.295 -1.809
H 6.149 2.798 -3.290
H 5.716 1.270 -2.531

Record 9
6
Properties=species:S:1:pos:R:3 method="wB97M-V/def2-TZVPD" relative_energy_ev=0.119 smiles=O.O homo_lumo_gap_ev=11.901
O 1.681 0.410 0.707
H 2.224 0.504 -0.085
H 0.781 0.579 0.397
O -1.187 -0.497 -0.447
H -1.957 -0.626 -1.014
H -1.542 -0.371 0.443